The ion C2H6NO2 with charge -1 at a distorted geometry, computed with ωB97M-V with the def2-TZVPD basis set.

```
11
Properties=species:S:1:pos:R:3
O 0.61 -1.58 -0.05
O 1.85 0.45 -0.44
N -0.08 -0.54 0.53
C -1.23 -0.25 -0.27
C 0.86 0.67 0.44
H 1.33 -0.90 -0.41
H -1.76 -1.16 -0.48
H 0.31 1.66 0.18
H 1.29 0.96 1.45
H -2.08 0.36 0.19
H -1.11 0.33 -1.14
```

The total energy is -284.96045 Ha. The relative energy (zero: lowest compared OMol25 entry of this formula, charge and spin) is 4.098 eV. Its frontier orbital gap is 7.5 eV. As for the HOMO energy: -0.1075 Ha. The lowest unoccupied orbital energy comes out at 0.16785 Eh. As for the charge: -1.

A structure of composition C21H26Cl4F3N3NiO3 at a distorted geometry, computed with ωB97M-V with the def2-TZVPD basis set.

```
61
Properties=species:S:1:pos:R:3
Ni -0.46 -0.50 -0.21
Cl 4.52 6.38 1.45
Cl 5.96 4.92 -0.65
Cl 1.55 2.36 6.19
Cl -0.51 4.37 5.81
F 0.89 -4.16 -4.59
F 1.34 -2.03 -4.65
F 2.83 -3.41 -4.40
O 1.32 1.51 0.85
O 0.17 -2.86 -1.93
O 2.23 -2.16 -1.88
N -3.89 0.44 0.45
N -0.38 -2.51 2.87
N -0.77 1.37 -3.43
C -2.12 2.24 -5.34
C -6.62 1.09 1.25
C -1.37 -3.45 3.14
C -4.22 1.58 1.12
C 3.62 -2.48 -1.62
C -5.52 1.94 1.42
C 0.69 -3.14 5.01
C 0.39 3.01 5.03
C -1.98 1.46 -4.16
C 4.35 -1.32 -1.02
C 0.22 2.69 -5.29
C 0.55 -2.33 3.87
C 0.27 1.98 -4.09
C -1.33 -4.22 4.29
C 1.56 -3.20 -4.02
C 1.41 -3.16 -2.45
C -4.96 -0.35 0.16
C -1.01 2.95 -5.84
C -6.30 -0.06 0.54
C -0.32 -4.08 5.24
C 5.41 4.85 1.04
H -2.87 0.98 -3.80
H 4.22 -2.81 -2.47
H -4.67 -1.28 -0.31
H 1.50 -3.10 5.73
H 2.29 1.58 0.97
H -7.64 1.22 1.57
H -5.64 2.89 1.93
H 6.29 4.78 1.68
H -3.03 2.21 -5.93
H 0.85 3.26 4.07
H 3.84 -3.29 -0.93
H -2.03 -5.05 4.32
H -0.32 2.26 4.71
H 1.34 -1.62 3.66
H 5.43 -1.35 -1.10
H -3.42 2.29 1.29
H -7.12 -0.73 0.30
H 1.74 -4.14 -2.10
H 3.94 -0.38 -1.42
H 1.25 1.83 -3.67
H -2.21 -3.72 2.51
H -1.13 3.40 -6.82
H 1.14 2.97 -5.76
H 4.27 -1.31 0.07
H -0.26 -4.67 6.14
H 4.71 4.04 1.21
```

The spin multiplicity is 3. Its expectation value of S² is 2.0066. The total energy is -4854.12245 Ha. The relative energy (zero: lowest compared OMol25 entry of this formula, charge and spin) is 8.666 eV. Its frontier orbital gap (alpha / beta) is 6.3 / 3.7 eV. As for the HOMO energy (alpha / beta): -0.2544 / -0.2539 Ha. The lowest unoccupied orbital energy (alpha / beta) comes out at -0.02417 / -0.11725 Eh.

A cluster of 7 separate species, C26H33F7N3O20 in total at a distorted geometry, computed with ωB97M-V with the def2-TZVPD basis set.

```
89
Properties=species:S:1:pos:R:3
F 0.80 -2.71 -5.78
F -8.36 0.16 7.41
F -3.68 -1.99 3.15
F 11.58 -1.45 -0.81
F -4.86 -4.64 -3.71
F 6.35 0.40 -1.42
F -3.81 6.65 1.00
O 4.22 -0.33 -1.11
O -2.88 -2.63 -1.75
O -9.04 0.70 5.33
O -0.18 5.05 3.00
O 4.20 0.11 -5.27
O -1.44 -1.85 -3.29
O 2.73 -0.69 -3.76
O -7.20 0.16 4.16
O 9.45 -2.13 -0.51
O 2.68 -1.45 -5.86
O -8.90 1.22 3.13
O 9.50 -4.06 -1.63
O -2.98 -3.40 -3.85
O 4.31 -2.26 -2.21
O 2.34 -1.52 -1.45
O 7.54 -3.28 -0.84
O -0.05 1.67 1.45
O -2.13 5.46 1.94
O -1.15 7.07 3.15
O -1.91 1.91 -0.63
N -3.97 0.59 0.87
N -4.62 1.68 0.30
N -2.53 -0.97 1.37
C -0.59 2.45 -0.77
C -8.33 -0.24 6.12
C -2.35 -2.56 -3.00
C -4.53 -0.13 1.93
C -0.03 2.79 0.59
C -2.81 0.06 0.55
C 1.58 -0.11 1.20
C -3.60 -1.07 2.22
C 8.72 -3.17 -0.98
C -2.28 7.67 2.50
C 1.92 -2.36 -5.09
C -3.12 6.47 2.15
C -4.03 -3.48 -1.82
C 1.59 -1.55 -3.86
C 5.60 -0.70 -1.16
C -6.94 -0.16 5.54
C -3.74 -4.30 -3.05
C 3.29 -0.60 -4.99
C -1.06 5.79 2.73
C -8.44 0.75 4.11
C -1.88 0.50 -0.53
C 10.82 -2.53 -0.56
C 5.63 -1.68 -2.30
C 3.51 -1.39 -1.58
C 1.22 1.22 1.88
C 10.82 -3.51 -1.71
H 11.58 -4.28 -1.61
H -4.14 -4.07 -0.92
H -3.15 -5.20 -2.86
H 6.40 -2.44 -2.18
H 1.44 -0.93 1.91
H 1.48 -2.15 -2.96
H 1.15 1.03 2.95
H 2.51 -3.26 -4.89
H 10.95 -3.00 -2.67
H 2.64 -0.12 0.96
H 2.02 1.96 1.78
H -6.39 -1.09 5.62
H -4.10 2.03 -0.49
H -2.13 0.00 -1.47
H -2.79 8.37 3.16
H -6.35 0.64 5.99
H 0.06 1.79 -1.34
H -8.80 -1.22 6.03
H 5.90 -1.12 -0.20
H -1.94 8.21 1.61
H -5.48 0.08 2.37
H -0.88 0.22 -0.21
H 0.69 -0.95 -3.99
H -0.69 3.38 -1.34
H 11.10 -2.96 0.41
H 0.96 3.24 0.44
H -4.93 -2.86 -1.95
H -3.80 6.15 2.93
H -1.70 -1.54 1.36
H -4.68 2.40 1.01
H 5.74 -1.19 -3.26
H 1.01 -0.27 0.29
H -0.67 3.55 1.02
```

The total energy is -3378.45101 Ha. The relative energy (zero: lowest compared OMol25 entry of this formula, charge and spin) is 0.000 eV. Its frontier orbital gap is 9.7 eV. As for the HOMO energy: -0.4378 Ha. The lowest unoccupied orbital energy comes out at -0.08225 Eh. As for the charge: +1.

The molecule C8H9NO2S at a distorted geometry, computed with ωB97M-V with the def2-TZVPD basis set.

```
21
Properties=species:S:1:pos:R:3
S 1.33 -0.96 1.83
O 1.70 -0.25 -2.14
O 0.95 0.34 2.49
N -2.25 0.69 -2.14
C 1.14 -0.26 -0.93
C -2.69 1.47 -1.14
C 1.74 -0.78 0.15
C -0.69 1.20 0.14
C -0.23 -1.85 1.70
C -0.20 0.39 -0.92
C -1.97 1.73 0.04
C -1.03 0.21 -2.03
H 2.76 -1.19 0.04
H -1.05 -1.24 1.23
H -0.73 -0.43 -2.84
H -0.47 -2.04 2.77
H 2.54 -0.69 -2.09
H 0.00 1.36 0.99
H -3.70 1.90 -1.25
H -0.05 -2.79 1.20
H -2.42 2.31 0.83
```

The total energy is -913.60444 Ha. The relative energy (zero: lowest compared OMol25 entry of this formula, charge and spin) is 1.872 eV. Its frontier orbital gap is 9.0 eV. As for the HOMO energy: -0.3289 Ha. The lowest unoccupied orbital energy comes out at 0.00334 Eh.